Molecular formula: CH3F2OP
Method: DFT, the ωB97M-V functional and the def2-TZVPD basis

Last column: Mulliken charge in e.
Atoms and positions in Å:
C  0.022013  0.118534  0.229328  -0.481
O  -1.145647  0.609416  0.966458  -0.091
F  -2.547558  1.570584  -1.380023  -0.665
F  -2.868575  1.729948  1.858396  -0.211
P  -2.667769  0.545429  0.795541  0.671
H  0.866503  -0.035264  0.841309  0.261
H  0.137632  0.895549  -0.587354  0.280
H  -0.136294  -0.959357  -0.239930  0.236

Force components x, y, z for each atom (eV/Å):
-1.86 -1.13 -3.20
1.95 -1.10 0.12
-0.15 -1.33 2.96
-0.70 -0.79 -0.95
0.15 2.60 -1.84
0.64 0.60 1.18
0.21 -1.20 0.95
-0.23 2.35 0.78

Summary:
Maximum force in eV/Å: 3.872
E_HOMO in eV: -10.60
Relative energy (zero: lowest compared OMol25 entry of this formula, charge and spin) in kJ/mol: 278.73
LUMO level in eV: -0.88
Kohn-Sham gap in Eh: 0.35732
Net charge: 0